28
Properties=species:S:1:pos:R:3:forces:R:3:mulliken_charge:R:1 method="wB97M-V/def2-TZVPD" homo_lumo_gap_ev=7.822 de_lowest_kcal_mol=0.0 lumo_ev=-4.11 smiles="C/C=[N+]1/CNCN(CPC)C1" max_force_ev_per_a=0.9 energy_ha=-782.2643 total_charge=+1
C -1.86843 0.30757 -2.99569 -0.318 0.379 -0.107 -1.3073
C -1.10162 -0.80983 -2.43146 0.522 -0.184 0.506 0.3841
N -0.78908 -0.94077 -1.19565 -0.003 0.051 -0.557 0.2419
C -0.12069 -2.18685 -0.67982 0.014 -0.762 -0.159 -0.6782
N 0.59092 -2.00925 0.51913 0.365 -0.031 0.229 -0.1942
C -0.20994 -1.35492 1.53300 -0.138 0.091 0.055 -1.0679
N -0.61698 -0.03404 1.09983 -0.122 -0.243 -0.033 0.1822
C 0.27780 1.05412 1.42083 0.485 0.255 0.056 -0.9246
P 2.11443 0.91508 0.93919 -0.505 0.296 -0.132 -0.0068
C 2.61547 2.55646 1.60397 0.032 -0.041 -0.140 -0.9336
C -1.32041 -0.04002 -0.12530 -0.660 0.529 0.364 -0.8750
H -2.00167 0.18243 -4.06652 0.009 -0.004 0.041 0.3350
H -1.36440 1.25957 -2.81576 0.064 0.004 0.002 0.3793
H -2.85060 0.38337 -2.52337 -0.035 -0.033 -0.005 0.3711
H -0.76661 -1.59553 -3.10232 0.115 -0.101 0.078 0.4177
H 0.52883 -2.57878 -1.46506 -0.150 0.123 -0.009 0.4503
H -0.94173 -2.89763 -0.50371 0.126 0.155 -0.078 0.3592
H 1.48541 -1.54109 0.39901 -0.096 -0.169 -0.137 0.3112
H -1.10189 -1.96577 1.71719 0.097 0.011 0.020 0.3353
H 0.35902 -1.27185 2.45785 -0.075 -0.029 -0.036 0.4419
H -0.09548 1.96350 0.93843 0.039 -0.052 0.126 0.4162
H 0.22307 1.20739 2.50444 0.010 0.130 -0.157 0.6041
H 2.49625 0.17622 2.06905 0.081 -0.274 0.173 0.0347
H 3.70393 2.57970 1.68158 -0.100 0.071 0.034 0.3638
H 2.17174 2.73681 2.58415 0.087 0.058 -0.043 0.3023
H 2.30419 3.34023 0.90943 0.053 -0.053 0.083 0.3078
H -2.34420 -0.41336 0.04898 0.142 0.040 -0.158 0.2755
H -1.37730 0.97724 -0.52141 -0.039 -0.215 -0.018 0.4738

28
Properties=species:S:1:pos:R:3:forces:R:3:mulliken_charge:R:1 method="wB97M-V/def2-TZVPD" homo_lumo_gap_ev=8.898 de_lowest_kcal_mol=2.7 lumo_ev=-3.00 smiles="NCCCCN1CCNC1=[NH2+]" max_force_ev_per_a=1.5 energy_ha=-495.7122 total_charge=+1
N 3.11177 -0.73427 1.54037 0.105 -0.043 -0.260 -0.5435
C 3.18433 -0.75034 0.08480 -0.035 0.220 0.263 -0.6648
C 2.39122 0.32801 -0.69572 -0.268 -0.163 -0.028 -0.8850
C 1.22540 0.96333 0.05276 0.023 0.095 -0.129 -0.5720
C 0.14058 -0.03080 0.47358 0.070 0.625 -0.250 -1.1730
N -1.04208 0.00072 -0.43549 -0.726 -0.647 1.163 0.2030
C -1.76076 -1.31442 -0.56489 -0.153 0.087 0.435 -0.5303
C -3.00482 -0.83986 -1.28266 0.527 0.386 -0.341 -0.6098
N -3.27926 0.44820 -0.58493 0.385 -0.565 0.955 -0.3700
C -2.06059 0.83365 -0.08772 0.553 0.069 -0.940 0.3804
N -1.89682 1.92588 0.62228 0.103 0.013 0.152 -0.2590
H 3.12728 0.18346 1.95005 0.050 0.088 0.134 0.2142
H 2.37838 -1.29794 1.93049 -0.153 0.014 0.115 0.2610
H 4.23186 -0.64868 -0.18614 0.097 -0.095 -0.181 0.3237
H 2.86938 -1.73566 -0.24696 0.039 -0.155 0.014 0.3549
H 3.05194 1.12079 -1.03615 0.099 0.086 0.020 0.3947
H 1.97938 -0.13465 -1.59416 0.100 0.005 -0.180 0.3144
H 1.58408 1.52036 0.91665 0.025 -0.062 0.158 0.4188
H 0.77406 1.70171 -0.61272 -0.031 0.103 -0.045 0.5615
H -0.19736 0.18762 1.48692 -0.104 -0.113 0.139 0.3610
H 0.52516 -1.04225 0.47523 -0.026 -0.185 -0.147 0.5915
H -1.17792 -2.12011 -0.99287 0.186 0.287 -0.578 0.4217
H -2.00337 -1.63974 0.45456 -0.090 -0.092 0.004 0.3266
H -2.71159 -0.53843 -2.28612 -0.225 -0.290 -0.255 0.2738
H -3.85291 -1.50830 -1.31287 -0.121 -0.010 0.173 0.4339
H -3.94129 0.36417 0.18381 -0.397 0.248 -0.349 0.3477
H -2.67068 2.49558 0.91158 -0.219 0.147 -0.226 0.2485
H -0.97537 2.26197 0.83631 0.185 -0.054 0.185 0.1762

26
Properties=species:S:1:pos:R:3:forces:R:3:mulliken_charge:R:1 method="wB97M-V/def2-TZVPD" homo_lumo_gap_ev=8.953 de_lowest_kcal_mol=65.6 lumo_ev=0.86 smiles=CCC(C)(C)[C@@H](N)CO max_force_ev_per_a=5.0 energy_ha=-406.8258
C -2.53621 0.46666 -0.90702 0.157 0.201 -0.052 -1.0758
C -1.82391 -0.54470 -0.03296 2.548 -0.769 0.047 -0.5915
C 0.04804 -0.48991 -0.01761 -4.874 -0.990 -0.324 1.5036
C 0.46570 -0.91783 -1.41943 0.072 -0.069 0.033 -1.8030
C 0.45359 -1.52465 1.02898 0.027 0.082 -0.112 -1.6870
C 0.27042 0.93492 0.28964 4.637 -0.097 -0.080 -0.6753
N -0.15888 1.47883 1.53030 -0.142 0.121 0.191 -0.5392
C 2.13276 1.05162 0.25413 -1.836 1.696 0.456 -0.6856
O 3.02443 -0.03663 0.14044 -0.229 -0.602 -0.469 -0.4831
H -2.53918 1.46193 -0.45094 0.049 -0.033 -0.099 0.2321
H -3.58768 0.19290 -1.06625 0.209 -0.019 0.082 0.3688
H -2.07354 0.54811 -1.89549 -0.036 0.005 0.057 0.2579
H -2.17269 -0.48525 1.00206 0.221 0.047 -0.034 0.3162
H -2.02509 -1.56292 -0.37955 0.038 0.053 0.002 0.4364
H 1.53081 -1.15823 -1.47273 -0.045 0.206 0.101 0.3941
H -0.06169 -1.83134 -1.71261 -0.051 0.118 0.074 0.4123
H 0.24781 -0.15010 -2.16574 -0.012 0.002 0.041 0.3925
H 0.22610 -1.20803 2.04940 -0.026 -0.021 -0.031 0.3427
H -0.07620 -2.46592 0.85059 -0.070 0.151 0.000 0.4169
H 1.51874 -1.76055 0.97594 -0.009 0.226 0.000 0.3714
H -0.02824 1.59710 -0.52359 0.045 -0.176 0.003 0.6007
H -0.97809 2.06783 1.44560 0.094 -0.211 0.061 0.2582
H -0.28188 0.79041 2.26267 -0.046 0.128 -0.122 0.2614
H 2.31185 1.77523 -0.54773 0.013 -0.046 0.009 0.3332
H 2.36660 1.53721 1.20485 -0.416 0.164 0.026 0.3201
H 3.74643 0.23330 -0.44294 -0.319 -0.168 0.142 0.3222

26
Properties=species:S:1:pos:R:3:forces:R:3:mulliken_charge:R:1 method="wB97M-V/def2-TZVPD" homo_lumo_gap_ev=9.398 de_lowest_kcal_mol=122.5 lumo_ev=0.77 smiles="CCN(C)C(C)=O.CC" max_force_ev_per_a=5.5 energy_ha=-406.7352
C 0.78443 0.85823 -1.72109 -4.178 -3.278 -1.266 -1.5480
C -0.17713 -0.34395 -1.44407 0.450 -0.200 1.071 -0.0863
N 0.72075 -1.35879 -0.82103 1.938 1.344 3.834 0.0091
C 1.87806 -2.05664 -1.33788 1.458 -3.440 -0.850 -1.0799
C 0.99049 -0.97250 0.64015 -1.002 -2.512 -1.844 0.4947
C 2.43391 -0.82067 1.20244 0.492 -2.946 -2.411 -1.0490
O 0.01455 -1.12452 1.33468 0.772 1.271 0.698 -0.5439
H 0.53246 1.25181 -2.61054 -0.525 1.479 -3.511 0.4676
H 1.69097 0.47071 -1.74963 4.291 -1.587 -0.515 0.4701
H 0.79819 1.63161 -1.11538 -0.483 3.404 3.733 0.4588
H -0.84263 -0.10107 -0.54995 0.340 -0.395 -1.616 0.0825
H -0.80764 -0.79312 -2.32344 1.439 1.033 1.556 0.3303
H 2.84846 -1.83630 -1.89248 -1.886 1.581 -0.971 0.3694
H 2.62452 -2.57578 -0.63188 -2.368 0.602 0.515 0.3637
H 1.36314 -2.95784 -1.72008 1.001 0.211 -0.930 0.3547
H 3.20399 -1.53136 0.62184 -1.949 1.485 1.330 0.2058
H 2.88480 0.11585 0.98181 -0.019 1.172 0.632 0.3363
H 2.39426 -1.24905 2.19127 0.203 0.793 0.564 0.3296
C -2.46563 1.53689 2.03192 -0.824 0.084 -2.602 -0.5460
C -3.37763 1.74490 0.72558 0.790 2.415 0.637 -0.7177
H -2.21696 2.52876 2.34767 0.467 0.156 0.695 0.2650
H -2.91556 0.93585 2.77528 -1.178 -0.092 0.961 0.3343
H -1.63531 0.91599 1.82398 1.457 -0.101 -0.514 -0.0132
H -4.39106 1.41177 1.01580 0.352 0.454 -0.877 0.2317
H -3.03419 1.41419 -0.27613 -0.114 -0.844 0.972 0.2659
H -3.29922 2.90505 0.50115 -0.924 -2.089 0.709 0.2146

What did the third record say?
26
Properties=species:S:1:pos:R:3:forces:R:3:mulliken_charge:R:1 method="wB97M-V/def2-TZVPD" homo_lumo_gap_ev=8.953 de_lowest_kcal_mol=65.6 lumo_ev=0.86 smiles=CCC(C)(C)[C@@H](N)CO max_force_ev_per_a=5.0 energy_ha=-406.8258
C -2.53621 0.46666 -0.90702 0.157 0.201 -0.052 -1.0758
C -1.82391 -0.54470 -0.03296 2.548 -0.769 0.047 -0.5915
C 0.04804 -0.48991 -0.01761 -4.874 -0.990 -0.324 1.5036
C 0.46570 -0.91783 -1.41943 0.072 -0.069 0.033 -1.8030
C 0.45359 -1.52465 1.02898 0.027 0.082 -0.112 -1.6870
C 0.27042 0.93492 0.28964 4.637 -0.097 -0.080 -0.6753
N -0.15888 1.47883 1.53030 -0.142 0.121 0.191 -0.5392
C 2.13276 1.05162 0.25413 -1.836 1.696 0.456 -0.6856
O 3.02443 -0.03663 0.14044 -0.229 -0.602 -0.469 -0.4831
H -2.53918 1.46193 -0.45094 0.049 -0.033 -0.099 0.2321
H -3.58768 0.19290 -1.06625 0.209 -0.019 0.082 0.3688
H -2.07354 0.54811 -1.89549 -0.036 0.005 0.057 0.2579
H -2.17269 -0.48525 1.00206 0.221 0.047 -0.034 0.3162
H -2.02509 -1.56292 -0.37955 0.038 0.053 0.002 0.4364
H 1.53081 -1.15823 -1.47273 -0.045 0.206 0.101 0.3941
H -0.06169 -1.83134 -1.71261 -0.051 0.118 0.074 0.4123
H 0.24781 -0.15010 -2.16574 -0.012 0.002 0.041 0.3925
H 0.22610 -1.20803 2.04940 -0.026 -0.021 -0.031 0.3427
H -0.07620 -2.46592 0.85059 -0.070 0.151 0.000 0.4169
H 1.51874 -1.76055 0.97594 -0.009 0.226 0.000 0.3714
H -0.02824 1.59710 -0.52359 0.045 -0.176 0.003 0.6007
H -0.97809 2.06783 1.44560 0.094 -0.211 0.061 0.2582
H -0.28188 0.79041 2.26267 -0.046 0.128 -0.122 0.2614
H 2.31185 1.77523 -0.54773 0.013 -0.046 0.009 0.3332
H 2.36660 1.53721 1.20485 -0.416 0.164 0.026 0.3201
H 3.74643 0.23330 -0.44294 -0.319 -0.168 0.142 0.3222

Please write out number 3 again, unchanged.
26
Properties=species:S:1:pos:R:3:forces:R:3:mulliken_charge:R:1 method="wB97M-V/def2-TZVPD" homo_lumo_gap_ev=8.953 de_lowest_kcal_mol=65.6 lumo_ev=0.86 smiles=CCC(C)(C)[C@@H](N)CO max_force_ev_per_a=5.0 energy_ha=-406.8258
C -2.53621 0.46666 -0.90702 0.157 0.201 -0.052 -1.0758
C -1.82391 -0.54470 -0.03296 2.548 -0.769 0.047 -0.5915
C 0.04804 -0.48991 -0.01761 -4.874 -0.990 -0.324 1.5036
C 0.46570 -0.91783 -1.41943 0.072 -0.069 0.033 -1.8030
C 0.45359 -1.52465 1.02898 0.027 0.082 -0.112 -1.6870
C 0.27042 0.93492 0.28964 4.637 -0.097 -0.080 -0.6753
N -0.15888 1.47883 1.53030 -0.142 0.121 0.191 -0.5392
C 2.13276 1.05162 0.25413 -1.836 1.696 0.456 -0.6856
O 3.02443 -0.03663 0.14044 -0.229 -0.602 -0.469 -0.4831
H -2.53918 1.46193 -0.45094 0.049 -0.033 -0.099 0.2321
H -3.58768 0.19290 -1.06625 0.209 -0.019 0.082 0.3688
H -2.07354 0.54811 -1.89549 -0.036 0.005 0.057 0.2579
H -2.17269 -0.48525 1.00206 0.221 0.047 -0.034 0.3162
H -2.02509 -1.56292 -0.37955 0.038 0.053 0.002 0.4364
H 1.53081 -1.15823 -1.47273 -0.045 0.206 0.101 0.3941
H -0.06169 -1.83134 -1.71261 -0.051 0.118 0.074 0.4123
H 0.24781 -0.15010 -2.16574 -0.012 0.002 0.041 0.3925
H 0.22610 -1.20803 2.04940 -0.026 -0.021 -0.031 0.3427
H -0.07620 -2.46592 0.85059 -0.070 0.151 0.000 0.4169
H 1.51874 -1.76055 0.97594 -0.009 0.226 0.000 0.3714
H -0.02824 1.59710 -0.52359 0.045 -0.176 0.003 0.6007
H -0.97809 2.06783 1.44560 0.094 -0.211 0.061 0.2582
H -0.28188 0.79041 2.26267 -0.046 0.128 -0.122 0.2614
H 2.31185 1.77523 -0.54773 0.013 -0.046 0.009 0.3332
H 2.36660 1.53721 1.20485 -0.416 0.164 0.026 0.3201
H 3.74643 0.23330 -0.44294 -0.319 -0.168 0.142 0.3222